2 unconnected molecules or ions with the total composition C31H38NO5P, computed with wB97M-V/def2-TZVPD.

Cartesian coordinates (Å):
C: 4.6871 0.4353 2.3712
C: 3.3267 -0.2155 2.1688
O: 3.3551 -1.5358 2.6959
P: 2.1443 -2.5646 2.4256
C: 0.8447 -2.1214 3.4957
C: -0.5224 -1.9111 3.1545
O: -1.4618 -2.2398 3.8817
O: -0.7679 -1.3043 1.9136
C: -1.8386 -1.9833 1.2176
C: -1.4423 -3.3487 0.6801
O: 1.7341 -2.7392 1.0098
O: 2.9735 -3.8179 3.0407
C: 2.8778 -5.1263 2.4619
C: 4.0444 -6.0245 2.8603
H: 4.6186 1.4781 2.0467
H: 4.9754 0.4261 3.4282
H: 5.4715 -0.0551 1.7718
H: 2.5581 0.3599 2.7067
H: 3.0715 -0.2584 1.0973
H: 1.0112 -2.2928 4.5530
H: -2.6727 -2.0849 1.9308
H: -2.1652 -1.3143 0.4042
H: -1.8511 -3.4518 -0.3315
H: -0.3474 -3.4573 0.6519
H: -1.9173 -4.1368 1.2899
H: 1.9361 -5.5739 2.8098
H: 2.8620 -5.0071 1.3692
H: 3.9317 -7.0044 2.3787
H: 5.0114 -5.6063 2.5413
H: 4.0719 -6.1971 3.9446
C: -3.9389 1.3992 3.8535
C: -3.9463 2.7936 3.7041
C: -3.8236 3.3647 2.4330
C: -3.6713 2.5406 1.3129
C: -3.4445 3.1451 -0.0534
N: -2.6056 2.2590 -0.8871
C: -3.0130 2.1037 -2.3029
C: -1.9820 2.5106 -3.3233
C: -1.6472 1.6422 -4.3665
C: -0.7202 2.0350 -5.3349
C: -0.1859 3.3296 -5.3040
C: -0.5019 4.1868 -4.2406
C: -1.4083 3.7811 -3.2557
C: -1.4436 1.7943 -0.4095
C: -0.6260 0.8678 -1.0781
C: 0.7157 0.6801 -0.8196
C: 1.6148 0.2965 -1.8895
C: 2.8141 1.0122 -2.1270
C: 3.6075 0.7363 -3.2407
C: 3.2629 -0.3128 -4.1055
C: 2.0518 -0.9999 -3.9175
C: 1.2259 -0.6901 -2.8316
C: -3.7395 1.1497 1.4561
C: -3.8272 0.5758 2.7278
H: -4.0202 0.9439 4.8397
H: -4.0564 3.4333 4.5805
H: -3.8430 4.4496 2.2951
H: -4.4109 3.2651 -0.5678
H: -2.9639 4.1423 0.0519
H: -3.3108 1.0516 -2.4813
H: -3.9065 2.7383 -2.4342
H: -2.1051 0.6517 -4.4032
H: -0.4358 1.3448 -6.1340
H: 0.4583 3.6855 -6.1143
H: -0.0643 5.1863 -4.1853
H: -1.6721 4.4380 -2.4211
H: -1.1002 2.2060 0.5460
H: -1.0381 0.3964 -1.9856
H: 1.1378 0.9938 0.1424
H: 3.0792 1.8215 -1.4400
H: 4.5244 1.3038 -3.4212
H: 3.9117 -0.5670 -4.9483
H: 1.7621 -1.8024 -4.5996
H: 0.2812 -1.2171 -2.6877
H: -3.6989 0.5151 0.5674
H: -3.8165 -0.5087 2.8305

Properties
* spin multiplicity: 1
* HOMO-LUMO gap: 3.54 eV
* total charge: 0
* ΔE to the lowest compared entry with this formula, charge and spin: 28.0 kJ/mol
* strongest force on any atom: 1.65 eV/A

---

C18H19N3O2S in the gas phase, computed with wB97M-V/def2-TZVPD.

Cartesian coordinates (Å):
C: 3.1266 3.4245 -0.5384
C: 2.5215 2.1957 0.0678
N: 2.8269 1.9464 1.2745
N: 2.3835 0.8119 1.9010
S: 2.5919 -0.7211 1.1837
O: 2.9962 -1.5617 2.2763
O: 3.4530 -0.6274 0.0398
C: 0.9721 -1.2690 0.6797
C: 0.8417 -1.9955 -0.4842
C: -0.4057 -2.4927 -0.8197
C: -1.5074 -2.2756 -0.0027
C: -2.8482 -2.8165 -0.3894
C: -1.3550 -1.5512 1.1864
C: -2.5213 -1.3188 2.0937
C: -0.1022 -1.0558 1.5171
C: 1.5773 1.4562 -0.7777
C: 1.7964 0.8337 -1.9723
N: 0.6156 0.3725 -2.4848
C: -0.4021 0.7122 -1.6415
C: -1.7717 0.5091 -1.7434
C: -2.5670 1.0097 -0.7354
C: -2.0187 1.6907 0.3549
C: -0.6614 1.8901 0.4661
C: 0.1654 1.3971 -0.5413
H: 2.3435 4.0844 -0.9086
H: 3.7536 3.1377 -1.3809
H: 3.7287 3.9430 0.2010
H: 2.7866 0.7652 2.8295
H: 1.7104 -2.1566 -1.1019
H: -0.5260 -3.0636 -1.7293
H: -2.7911 -3.3587 -1.3293
H: -3.2259 -3.4908 0.3778
H: -3.5652 -2.0041 -0.4980
H: -2.2226 -0.7295 2.9556
H: -2.9296 -2.2664 2.4431
H: -3.3124 -0.7888 1.5662
H: 0.0504 -0.4964 2.4266
H: 2.7272 0.6550 -2.4733
H: 0.5179 -0.1520 -3.3371
H: -2.1963 -0.0141 -2.5874
H: -3.6387 0.8824 -0.7910
H: -2.6798 2.0704 1.1201
H: -0.2380 2.4184 1.3069

Properties
* spin multiplicity: 1
* HOMO-LUMO gap: 8.75 eV
* SMILES: C/C(=N/NS(=O)(=O)c1ccc(C)c(C)c1)c1c[nH]c2ccccc12
* total charge: 0
* ΔE to the lowest compared entry with this formula, charge and spin: 244.9 kJ/mol
* strongest force on any atom: 1.13 eV/A

---

A molecular structure, C52H51P2RbSiTe, computed with wB97M-V/def2-TZVPD.

Cartesian coordinates (Å):
Rb: -0.3902 0.5620 1.5337
C: -0.4568 3.5640 0.3067
Si: 0.1376 2.3234 -1.1078
C: -0.8880 3.2446 -2.4533
C: -0.6266 4.1190 -3.4942
C: -1.6658 4.6731 -4.2314
C: -2.9790 4.3750 -3.9155
C: -3.2603 3.4461 -2.9222
C: -2.2125 2.8619 -2.2346
P: -2.3310 1.4784 -1.0631
C: -4.2137 1.3645 -1.0331
C: -4.7982 1.8061 0.1524
C: -6.1557 1.6850 0.3766
C: -6.9604 1.0838 -0.5824
C: -6.3971 0.6480 -1.7716
C: -5.0435 0.7961 -2.0028
C: -2.0987 0.1019 -2.2456
C: -1.3437 0.2184 -3.4079
C: -1.1483 -0.8764 -4.2292
C: -1.7030 -2.1042 -3.9066
C: -2.4674 -2.2279 -2.7583
C: -2.6579 -1.1348 -1.9316
C: 1.8770 3.1489 -1.2739
C: 1.9191 4.5350 -1.4031
C: 3.0962 5.2515 -1.4868
C: 4.3015 4.5711 -1.4655
C: 4.2880 3.1999 -1.3233
C: 3.0952 2.4772 -1.2127
P: 3.5516 0.6809 -1.0717
C: 3.5678 0.3534 -2.8786
C: 2.7216 0.9929 -3.7769
C: 2.8542 0.7785 -5.1356
C: 3.8343 -0.0750 -5.6175
C: 4.6776 -0.7230 -4.7301
C: 4.5484 -0.5034 -3.3706
C: 2.2560 -0.4518 -0.4610
C: 2.4024 -0.6800 0.9298
C: 1.5526 -1.6063 1.5376
C: 0.5622 -2.2519 0.8565
C: 0.4693 -2.2164 -0.6552
C: 1.3960 -1.1696 -1.2356
H: -0.6126 4.5760 -0.0606
H: 0.2626 3.6193 1.1284
H: -1.4210 3.2379 0.7069
H: 0.3981 4.3684 -3.7447
H: -1.4498 5.3540 -5.0509
H: -3.7900 4.8448 -4.4583
H: -4.2878 3.1912 -2.7010
H: -4.1594 2.2600 0.9079
H: -6.5922 2.0389 1.3029
H: -8.0189 0.9495 -0.4010
H: -7.0230 0.1824 -2.5229
H: -4.6171 0.4771 -2.9451
H: -0.8975 1.1685 -3.6639
H: -0.5494 -0.7697 -5.1247
H: -1.5217 -2.9683 -4.5324
H: -2.8961 -3.1860 -2.4960
H: -3.2503 -1.2409 -1.0271
H: 0.9835 5.0731 -1.4494
H: 3.0728 6.3338 -1.5660
H: 5.2399 5.1039 -1.5616
H: 5.2272 2.6572 -1.3038
H: 1.9658 1.6645 -3.3972
H: 2.1964 1.2888 -5.8277
H: 3.9372 -0.2360 -6.6841
H: 5.4468 -1.3878 -5.1067
H: 5.2168 -0.9920 -2.6723
H: 3.1487 -0.1360 1.4983
H: 1.6695 -1.8132 2.6021
H: -0.0228 -3.0365 1.3404
H: -0.5672 -2.0154 -0.9939
H: 1.3297 -1.0164 -2.3050
C: 0.0988 -0.8586 9.9554
C: 0.2167 -0.2212 8.5964
C: -0.8450 0.4647 8.0233
C: -0.7069 1.1281 6.8159
C: -1.8897 1.8291 6.2233
C: 0.5193 1.1382 6.1358
Te: 0.8357 2.3346 4.4571
C: 1.5738 0.3935 6.6883
C: 2.8700 0.2858 5.9441
C: 1.4142 -0.2713 7.8897
H: -0.9309 -0.8249 10.3126
H: 0.7256 -0.3276 10.6794
H: 0.4247 -1.9010 9.9362
H: -1.8015 0.4889 8.5411
H: -2.7776 1.7310 6.8500
H: -2.1137 1.4176 5.2316
H: -1.6652 2.8867 6.0860
H: 2.6823 -0.1006 4.9403
H: 3.5753 -0.3732 6.4536
H: 3.3303 1.2682 5.8242
H: 2.2411 -0.8424 8.3070
C: 0.1077 -6.7157 0.3102
C: 0.7064 -6.2915 -1.0414
C: -0.1490 -6.8808 -2.1726
C: 2.1407 -6.8267 -1.1369
C: 0.7073 -4.8248 -1.0982
C: 0.7017 -3.6201 -1.0684
H: 0.1014 -7.8032 0.4067
H: -0.9137 -6.3538 0.4072
H: 0.6963 -6.2954 1.1214
H: -0.1800 -7.9707 -2.0979
H: 0.2565 -6.6102 -3.1468
H: -1.1681 -6.5008 -2.1076
H: 2.1498 -7.9146 -1.0459
H: 2.7387 -6.4017 -0.3350
H: 2.5975 -6.5517 -2.0860

Properties
* spin multiplicity: 1
* HOMO-LUMO gap: 4.17 eV
* total charge: -2
* ΔE to the lowest compared entry with this formula, charge and spin: 180.8 kJ/mol
* strongest force on any atom: 1.68 eV/A

---

A molecular structure, C10H8Cl2F5NO2PdS, computed with wB97M-V/def2-TZVPD.

Cartesian coordinates (Å):
Pd: 0.3696 0.1633 -0.0266
N: -1.6614 -0.1453 -0.0101
C: -2.0675 -1.5374 -0.3722
C: -0.8839 -2.4895 -0.2634
C: 0.0052 -2.2619 -1.4906
O: 0.0934 -3.1033 -2.3573
O: 0.5789 -1.0852 -1.5628
H: -1.9637 0.1017 0.9274
H: -2.0881 0.5103 -0.6552
H: -2.3972 -1.5074 -1.4106
H: -2.9168 -1.8454 0.2361
H: -1.2079 -3.5272 -0.2403
H: -0.3392 -2.2774 0.6606
F: 5.3092 0.2644 4.3499
C: 4.1445 0.5495 3.7774
C: 3.8674 1.8435 3.3717
F: 4.7748 2.8024 3.5516
C: 2.6559 2.1275 2.7711
F: 2.4476 3.3867 2.3691
C: 1.6825 1.1557 2.5601
S: 0.1375 1.5470 1.8104
C: 1.9940 -0.1329 2.9866
F: 1.1126 -1.1260 2.8254
C: 3.2032 -0.4447 3.5809
F: 3.4645 -1.6909 3.9703
Cl: 2.5847 1.2226 -0.8122
C: 2.1044 2.9499 -0.8058
Cl: 0.5633 3.2471 -1.5975
H: 2.8669 3.4704 -1.3717
H: 2.0494 3.2728 0.2263

Properties
* spin multiplicity: 1
* HOMO-LUMO gap: 7.75 eV
* total charge: 0
* strongest force on any atom: 0.68 eV/A

---

A molecular structure, C28H48N8PSbZn, computed with wB97M-V/def2-TZVPD.

Cartesian coordinates (Å):
Zn: -0.2545 -1.0375 -0.1802
C: -4.5026 -4.7400 0.0126
N: -3.1161 -4.3092 -0.1731
C: -2.0939 -5.0912 -0.6346
C: -0.9875 -4.2896 -0.6833
N: -1.3204 -3.0362 -0.2547
C: -2.6071 -3.0714 0.0468
P: -3.5617 -1.6234 0.6119
C: -3.0947 -0.5291 -0.7880
N: -1.8886 -0.4200 -1.3452
C: -2.0549 0.2360 -2.5337
C: -3.3744 0.5338 -2.6971
N: -4.0207 0.0457 -1.5952
C: -5.4642 0.1458 -1.3622
C: -2.3768 -1.0760 1.8859
N: -1.0634 -0.9651 1.7331
C: -0.5374 -0.6820 2.9606
C: -1.5509 -0.6086 3.8699
N: -2.7066 -0.8577 3.1827
C: -4.0533 -0.8684 3.7613
H: -4.5588 -5.8092 -0.1630
H: -5.1593 -4.2351 -0.6917
H: -4.8322 -4.5352 1.0276
H: -2.2293 -6.1322 -0.8762
H: 0.0167 -4.5476 -0.9796
H: -1.2325 0.4547 -3.1932
H: -3.8934 1.0503 -3.4876
H: -5.8334 1.0473 -1.8417
H: -5.6654 0.2093 -0.2980
H: -5.9830 -0.7157 -1.7774
H: 0.5206 -0.5551 3.1141
H: -1.5404 -0.4127 4.9296
H: -3.9774 -0.6181 4.8145
H: -4.5027 -1.8534 3.6666
H: -4.6826 -0.1314 3.2703
C: 3.6738 3.0058 1.3392
C: 2.7358 1.8769 1.7476
C: 2.0003 2.2456 3.0341
C: 3.5283 0.5897 1.9712
Sb: 1.2249 1.4540 0.1904
C: 2.3061 1.6986 -1.7122
C: 1.3847 1.1635 -2.8047
C: 3.5652 0.8337 -1.6308
C: 2.6727 3.1497 -2.0185
C: -0.2141 3.1219 0.3080
C: -1.1723 2.7629 1.4453
C: 0.4366 4.4788 0.5591
C: -0.9988 3.1632 -1.0008
H: 4.3628 3.2016 2.1694
H: 3.1510 3.9367 1.1244
H: 4.2837 2.7393 0.4764
H: 2.7389 2.4189 3.8248
H: 1.3406 1.4496 3.3775
H: 1.4148 3.1573 2.9362
H: 4.2385 0.7472 2.7911
H: 4.1014 0.2934 1.0928
H: 2.8810 -0.2439 2.2547
H: 1.0426 0.1463 -2.5858
H: 1.9265 1.1306 -3.7569
H: 0.5119 1.8045 -2.9422
H: 3.3572 -0.1741 -1.2564
H: 4.3241 1.2834 -0.9905
H: 4.0026 0.7341 -2.6313
H: 1.7952 3.7936 -2.0733
H: 3.1724 3.2035 -2.9937
H: 3.3549 3.5667 -1.2799
H: -0.6677 2.6779 2.4093
H: -1.6915 1.8193 1.2463
H: -1.9324 3.5484 1.5375
H: 0.8893 4.5477 1.5464
H: -0.3330 5.2580 0.5035
H: 1.1946 4.7199 -0.1865
H: -1.4023 2.1845 -1.2672
H: -0.3979 3.5294 -1.8341
H: -1.8463 3.8503 -0.8878
C: 4.0472 -3.5606 -2.7222
N: 3.1655 -3.0434 -1.6723
C: 3.4020 -3.0896 -0.3193
C: 2.3423 -2.4787 0.2731
N: 1.4686 -2.0495 -0.7042
C: 1.9954 -2.4153 -1.8596
H: 4.7047 -4.3082 -2.2906
H: 4.6466 -2.7585 -3.1457
H: 3.4544 -4.0242 -3.5058
H: 4.2847 -3.5471 0.0942
H: 2.1482 -2.3290 1.3223
H: 1.5672 -2.2365 -2.8342

Properties
* spin multiplicity: 1
* HOMO-LUMO gap: 8.35 eV
* total charge: +2
* strongest force on any atom: 0.35 eV/A

---

2 unconnected molecules or ions with the total composition C3H10OS, computed with wB97M-V/def2-TZVPD.

Cartesian coordinates (Å):
C: 0.1458 2.4556 -0.5858
C: -0.5466 1.6872 0.5674
O: 0.1917 0.6499 1.0902
H: 0.1056 1.8401 -1.4578
H: -0.5283 3.2826 -0.9904
H: 1.1741 2.7772 -0.5137
H: -1.5129 1.3947 0.2233
H: -0.8950 2.4188 1.4101
H: -0.0235 0.6457 2.0854
C: 0.7886 -2.7325 -0.2386
S: -0.6213 -3.1633 -1.2108
H: 0.4294 -2.0683 0.5129
H: 1.2728 -3.5982 0.1679
H: 1.4347 -2.1882 -0.8958
H: -1.4150 -3.4013 -0.1643

Properties
* spin multiplicity: 1
* HOMO-LUMO gap: 9.48 eV
* SMILES: CCO.CS
* total charge: 0
* ΔE to the lowest compared entry with this formula, charge and spin: 106.4 kJ/mol
* strongest force on any atom: 3.90 eV/A